C35H47BrN4O4PPdSi | ωB97M-V with the def2-TZVPD basis set

Structure (ORCA input):
```
! RIJCOSX wB97M-V def2-TZVPD def2/J DEFGRID3
* xyz -1 1
Pd 0.916 0.398 -0.654
N 2.560 -2.028 -1.710
P 2.910 -0.360 -1.292
C 3.801 0.123 -2.858
C 4.967 -0.484 -3.338
C 5.526 -0.092 -4.548
C 4.929 0.921 -5.297
C 3.776 1.537 -4.829
C 3.219 1.135 -3.615
C 4.400 -0.686 -0.244
C 4.759 -1.921 0.288
C 5.889 -2.056 1.100
C 6.672 -0.953 1.393
C 6.312 0.295 0.883
C 5.187 0.426 0.085
C 1.288 -2.564 -1.802
C 1.098 -3.953 -1.860
C -0.189 -4.445 -1.868
C -1.264 -3.562 -1.831
C -0.974 -2.211 -1.814
N 0.264 -1.715 -1.814
H 3.311 -2.687 -1.835
H 5.453 -1.265 -2.757
H 6.432 -0.572 -4.909
H 5.369 1.233 -6.239
H 3.310 2.328 -5.411
H 2.316 1.596 -3.218
H 4.141 -2.794 0.101
H 6.145 -3.028 1.510
H 7.547 -1.055 2.028
H 6.904 1.170 1.127
H 4.895 1.404 -0.287
H 1.954 -4.619 -1.864
H -0.355 -5.515 -1.893
H -2.290 -3.911 -1.821
H -1.771 -1.470 -1.811
C 1.601 -3.165 1.758
C 0.850 -1.989 2.297
N 0.547 -0.900 1.642
C -0.145 -0.097 2.535
C -0.248 -0.731 3.754
N 0.388 -1.923 3.575
C -0.846 -0.465 5.116
O -1.442 0.644 5.271
O -0.677 -1.370 5.948
C -0.603 1.264 2.115
O -1.320 1.947 2.960
O -0.321 1.718 1.013
H 1.978 -2.917 0.766
H 0.960 -4.046 1.673
H 2.448 -3.415 2.402
H 0.467 -2.590 4.327
H -1.447 1.458 3.876
C -4.027 4.658 -4.185
C -3.468 3.509 -3.321
C -4.356 2.263 -3.518
C -3.579 3.901 -1.832
Si -1.660 3.110 -3.793
Br -0.904 1.828 -2.103
C -0.563 4.666 -3.824
C -0.915 5.607 -2.658
C 0.921 4.272 -3.654
C -0.728 5.440 -5.142
C -1.513 2.044 -5.378
C -0.041 1.975 -5.831
C -1.954 0.589 -5.131
C -2.358 2.630 -6.521
H -5.087 4.815 -3.927
H -3.978 4.443 -5.260
H -3.506 5.606 -4.007
H -5.373 2.500 -3.170
H -3.993 1.407 -2.932
H -4.433 1.958 -4.567
H -4.644 4.025 -1.581
H -3.076 4.843 -1.600
H -3.165 3.130 -1.172
H -0.857 5.096 -1.689
H -1.908 6.057 -2.755
H -0.184 6.427 -2.643
H 1.113 3.820 -2.677
H 1.541 5.180 -3.740
H 1.261 3.568 -4.418
H -1.765 5.763 -5.311
H -0.410 4.862 -6.016
H -0.102 6.344 -5.101
H 0.598 1.532 -5.055
H 0.373 2.951 -6.106
H 0.025 1.329 -6.719
H -1.329 0.106 -4.373
H -1.837 0.027 -6.072
H -2.997 0.498 -4.816
H -2.132 3.688 -6.718
H -3.434 2.547 -6.328
H -2.147 2.071 -7.445
*
```

Results
- F_max: 1.48 eV/A
- E_tot: -141903.986 eV

C35H47BrN4P2Sn | ωB97M-V with the def2-TZVPD basis set

Structure (ORCA input):
```
! RIJCOSX wB97M-V def2-TZVPD def2/J DEFGRID3
* xyz 2 1
N -5.800 4.132 -4.983
C -5.660 4.605 -3.734
C -4.798 4.016 -2.792
C -4.049 2.849 -3.107
C -4.230 2.357 -4.415
C -5.100 3.032 -5.307
C -3.117 2.235 -2.164
Sn -0.061 -0.164 -0.494
P 2.769 -0.554 -0.642
C -2.127 1.311 -2.349
C -0.842 1.689 -1.757
C 0.263 1.854 -2.686
C 1.080 2.977 -2.623
C 0.947 3.932 -1.568
C -0.026 3.694 -0.568
C -0.828 2.532 -0.592
Br 2.148 5.325 -1.393
H -3.101 2.814 -1.240
H -2.169 0.586 -3.175
H -4.695 4.501 -1.831
H -3.692 1.482 -4.784
H -6.249 5.499 -3.478
H -5.247 2.684 -6.347
H 0.315 1.169 -3.528
H -1.567 2.357 0.186
H 1.902 3.105 -3.340
H -0.137 4.417 0.246
P -0.744 -2.590 -0.940
C 3.782 0.943 -0.170
C 5.230 1.021 -0.661
H 3.762 0.961 0.924
H 3.212 1.828 -0.497
H 5.615 2.034 -0.442
H 5.898 0.303 -0.164
H 5.341 0.844 -1.738
C 3.670 -0.970 -2.252
C 4.932 -1.837 -2.223
H 3.921 0.019 -2.648
H 2.929 -1.394 -2.957
H 5.125 -2.203 -3.243
H 5.827 -1.303 -1.875
H 4.841 -2.734 -1.607
C 3.595 -1.868 0.392
C 4.895 -1.457 1.063
H 3.798 -2.681 -0.305
H 2.871 -2.299 1.108
H 4.961 -1.959 2.041
H 5.789 -1.707 0.477
H 4.945 -0.388 1.255
C -0.629 -3.525 0.648
C -1.783 -4.525 0.626
H -0.706 -2.804 1.485
H 0.349 -4.027 0.777
H -2.710 -4.052 0.970
H -1.948 -4.903 -0.391
H -1.617 -5.395 1.273
C 0.534 -3.269 -2.060
C 0.460 -2.772 -3.512
H 0.554 -4.367 -2.032
H 1.487 -2.962 -1.599
H -0.531 -2.967 -3.954
H 0.662 -1.683 -3.564
H 1.235 -3.274 -4.121
C -2.377 -2.630 -1.753
C -3.496 -1.895 -0.983
H -2.712 -3.640 -2.008
H -2.234 -2.175 -2.741
H -4.495 -2.250 -1.310
H -3.405 -2.058 0.110
H -3.436 -0.809 -1.203
N 0.842 1.210 10.427
C 0.530 1.018 9.309
C 0.140 0.770 7.947
C -1.158 0.324 7.651
C -1.557 0.159 6.308
C -0.632 0.381 5.270
C 0.687 0.732 5.579
C 1.061 0.982 6.910
N -1.033 0.241 3.930
C -2.343 0.107 3.452
C -2.288 0.038 2.101
N -0.934 0.050 1.700
C -0.224 0.222 2.832
H -1.856 0.119 8.469
H -2.577 -0.154 6.093
H 1.424 0.837 4.785
H 2.066 1.343 7.140
H -3.197 0.132 4.107
H -3.099 0.046 1.390
H 0.823 0.429 2.864
*
```

Results
- F_max: 3.24 eV/A
- E_tot: -137451.463 eV

C35H47CdN2O10P2S2Sb | ωB97M-V with the def2-TZVPD basis set

Structure (ORCA input):
```
! RIJCOSX wB97M-V def2-TZVPD def2/J DEFGRID3
* xyz -2 1
Cd -0.479 0.649 -0.470
C -0.059 -0.525 8.241
C -0.648 -0.722 6.822
C 0.407 -0.906 5.785
O -1.565 -1.862 6.773
C -1.385 0.583 6.530
O -1.231 1.622 7.099
O -2.241 0.399 5.564
H 0.267 -1.430 8.736
H -0.848 -0.010 8.822
H 0.796 0.160 8.225
H 1.153 -1.504 6.332
H 0.880 0.021 5.541
H -0.036 -1.348 4.884
H -2.312 -1.491 6.269
C -3.310 4.515 1.526
C -3.246 3.020 1.285
O -2.959 2.828 -0.118
P -2.063 2.094 2.371
O -2.481 2.320 3.805
O -0.657 2.862 2.128
O -2.081 0.722 1.769
P -4.897 2.149 1.503
O -5.637 2.387 0.100
O -5.598 2.747 2.646
O -4.746 0.537 1.546
H -2.324 4.905 1.306
H -3.501 4.657 2.596
H -4.145 4.931 0.942
H -2.094 3.270 -0.352
H -2.492 1.174 4.932
H -0.443 2.861 1.174
H -5.039 2.695 -0.643
C -5.371 -2.811 1.787
C -3.944 -2.991 2.272
C -3.685 -3.691 3.487
C -2.400 -3.810 3.886
N -1.371 -3.392 3.129
C -1.665 -2.866 1.937
S -0.255 -2.277 1.030
N -2.928 -2.657 1.493
C -2.167 -4.489 5.223
H -6.067 -3.490 2.277
H -5.519 -2.974 0.712
H -5.641 -1.731 1.915
H -4.530 -4.066 4.124
H -3.760 0.345 1.667
H -1.153 -4.747 5.206
H -2.746 -5.397 5.100
H -2.523 -3.905 6.072
C -1.607 -3.638 -1.348
C -1.041 -2.227 -1.579
C -1.982 -1.495 -2.618
C 0.414 -2.281 -2.105
C -1.071 -1.451 -0.288
H -1.579 -4.167 -2.274
H -2.622 -3.619 -0.961
H -1.041 -4.277 -0.627
H -2.195 -2.073 -3.536
H -1.542 -0.600 -2.896
H -2.971 -1.249 -2.113
H 0.566 -2.875 -3.012
H 1.058 -2.760 -1.352
H 0.767 -1.237 -2.212
H -2.092 -1.398 0.050
S 0.220 2.702 -1.388
Sb 2.068 1.211 -3.997
C 3.672 0.842 -2.636
C 3.865 -0.491 -2.198
C 5.081 -0.844 -1.655
C 6.006 0.168 -1.326
C 5.758 1.447 -1.643
C 4.583 1.838 -2.334
C 2.901 3.071 -4.500
C 4.153 3.291 -5.113
C 4.669 4.568 -5.278
C 3.953 5.689 -4.799
C 2.751 5.499 -4.173
C 2.209 4.188 -3.997
C 3.072 -0.096 -5.439
C 2.258 -0.838 -6.302
C 2.821 -1.842 -7.127
C 4.247 -1.981 -7.158
C 5.034 -1.219 -6.256
C 4.468 -0.275 -5.446
H 3.224 -1.271 -2.521
H 5.223 -1.910 -1.472
H 7.036 -0.045 -0.996
H 6.599 2.119 -1.533
H 4.471 2.854 -2.650
H 4.733 2.492 -5.468
H 5.642 4.775 -5.747
H 4.412 6.630 -5.016
H 2.170 6.395 -3.836
H 1.280 3.969 -3.455
H 1.171 -0.639 -6.217
H 2.156 -2.526 -7.644
H 4.602 -2.783 -7.783
H 6.106 -1.414 -6.145
H 5.066 0.412 -4.865
*
```

Results
- F_max: 2.98 eV/A
- E_tot: -111870.573 eV

C35H48FNO15 | ωB97M-V with the def2-TZVPD basis set

Structure (ORCA input):
```
! RIJCOSX wB97M-V def2-TZVPD def2/J DEFGRID3
* xyz 0 1
C 4.800 -1.726 -3.841
C 3.349 -2.180 -3.808
O 2.673 -2.366 -5.056
C 3.207 -1.820 -6.229
C 3.052 -0.302 -6.468
O 3.146 0.532 -5.334
C 1.923 0.715 -4.657
C 0.924 1.615 -5.375
O -0.118 0.846 -5.967
C -1.418 1.351 -5.752
C -2.031 0.582 -4.601
C -2.382 1.173 -3.392
F -2.196 2.495 -3.237
C -2.918 0.453 -2.331
C -3.109 -0.917 -2.429
C -2.767 -1.520 -3.631
C -2.260 -0.788 -4.692
C -2.048 -1.735 -5.827
O -1.706 -1.489 -6.942
N -2.386 -3.046 -5.369
C -2.845 -2.946 -4.030
O -3.218 -3.872 -3.372
H 5.451 -2.564 -4.100
H 5.074 -1.467 -2.818
H 4.998 -0.867 -4.472
H 2.757 -1.489 -3.195
H 3.298 -3.124 -3.262
H 4.236 -2.129 -6.434
H 2.633 -2.287 -7.033
H 3.859 0.001 -7.140
H 2.128 -0.111 -7.023
H 1.445 -0.227 -4.393
H 2.178 1.183 -3.707
H 0.535 2.337 -4.655
H 1.445 2.167 -6.163
H -1.985 1.194 -6.667
H -1.437 2.420 -5.543
H -3.173 0.984 -1.424
H -3.518 -1.503 -1.619
H -1.570 -3.641 -5.478
O 1.179 -0.959 -2.112
C 0.863 -1.572 -1.127
O 1.657 -2.501 -0.564
C 0.964 -3.141 0.531
C -0.114 -2.156 0.952
C -0.446 -1.474 -0.371
H 0.549 -4.085 0.166
H 1.672 -3.354 1.326
H -0.964 -2.626 1.431
H 0.300 -1.430 1.648
H -1.213 -2.012 -0.934
H -0.738 -0.435 -0.242
O 1.497 -1.299 3.444
C 1.884 -2.230 4.094
O 2.577 -3.265 3.555
C 2.810 -4.274 4.556
C 2.694 -3.545 5.887
C 1.663 -2.462 5.569
H 2.054 -5.054 4.441
H 3.793 -4.712 4.396
H 2.415 -4.198 6.711
H 3.649 -3.079 6.136
H 0.640 -2.814 5.719
H 1.815 -1.534 6.119
O 0.833 0.113 6.437
C 0.315 1.053 5.899
O 0.750 2.319 6.059
C -0.132 3.232 5.372
C -0.831 2.390 4.317
C -0.900 1.025 4.997
H -0.830 3.652 6.098
H 0.450 4.039 4.935
H -1.798 2.791 4.021
H -0.208 2.323 3.424
H -1.793 0.918 5.617
H -0.835 0.202 4.289
O -2.560 -1.383 2.417
C -3.747 -1.531 2.375
O -4.619 -0.607 2.839
C -5.966 -1.107 2.752
C -5.919 -2.193 1.687
C -4.504 -2.740 1.856
H -6.253 -1.496 3.731
H -6.632 -0.288 2.491
H -6.703 -2.940 1.800
H -6.024 -1.746 0.697
H -4.455 -3.530 2.607
H -4.076 -3.089 0.920
O -0.997 6.658 4.387
C 0.040 6.811 3.812
O 0.585 5.884 2.981
C 1.886 6.329 2.546
C 1.876 7.840 2.720
C 0.958 8.013 3.925
H 2.641 5.843 3.167
H 2.034 6.030 1.512
H 2.870 8.263 2.852
H 1.425 8.311 1.845
H 1.503 7.946 4.868
H 0.388 8.936 3.885
*
```

Results
- F_max: 1.06 eV/A
- E_tot: -71993.722 eV

What is the formula in the fourth record?
C35H48FNO15

What is the formula in the fourth record?
C35H48FNO15

The lowest F_max belongs to which entry?
C35H48FNO15

What is the E_tot in the fourth record?
-71993.722 eV